# 1
{
  "formula": "C44H60BN9O2S2Ti",
  "method": "ωB97M-V/def2-TZVPD",
  "multiplicity": 3,
  "charge": 0,
  "homo_energy_ev": [-5.45, -7.78],
  "energy_ha": -4026.8770,
  "gap_ev": [5.6, 7.9],
  "relative_energy_kj_mol": 11.5,
  "s2": 2.021,
  "symbols": ["Ti", "C", "C", "C", "C", "C", "C", "C", "C", "C", "N", "N", "B", "N", "N", "C", "C", "C", "C", "C", "C", "C", "C", "C", "N", "N", "C", "C", "C", "C", "C", "C", "C", "C", "C", "H", "H", "H", "H", "H", "H", "H", "H", "H", "H", "H", "H", "H", "H", "H", "H", "H", "H", "H", "H", "H", "H", "H", "H", "H", "H", "H", "H", "H", "H", "H", "H", "H", "H", "H", "H", "H", "H", "H", "H", "H", "H", "H", "H", "H", "H", "O", "C", "C", "C", "C", "C", "C", "C", "O", "N", "N", "C", "S", "C", "C", "S", "H", "H", "H", "H", "H", "H", "H", "H", "H", "N", "C", "C", "C", "C", "C", "C", "C", "H", "H", "H", "H", "H"],
  "positions_angstrom": [[-0.04, 0.06, 0.11], [-2.87, -3.04, -2.26], [-1.88, -2.81, -1.12], [-1.91, -3.97, -0.12], [-0.49, -2.60, -1.63], [0.17, -3.26, -2.67], [1.44, -2.72, -2.70], [2.54, -2.97, -3.69], [2.40, -1.98, -4.85], [2.52, -4.41, -4.21], [1.51, -1.79, -1.72], [0.34, -1.73, -1.07], [2.71, -0.96, -1.23], [2.58, 0.53, -1.58], [1.49, 1.20, -1.11], [1.59, 2.46, -1.52], [2.76, 2.61, -2.27], [3.37, 1.37, -2.27], [4.74, 1.19, -2.89], [5.28, -0.19, -3.22], [5.76, 1.94, -2.02], [0.62, 3.53, -1.16], [1.04, 4.20, 0.16], [0.46, 4.56, -2.27], [2.83, -1.11, 0.30], [1.85, -0.66, 1.14], [2.23, -0.97, 2.38], [3.46, -1.62, 2.35], [3.81, -1.70, 1.02], [5.03, -2.34, 0.44], [5.13, -3.80, 0.86], [6.28, -1.56, 0.86], [1.39, -0.67, 3.58], [2.13, 0.24, 4.56], [0.97, -1.97, 4.26], [-3.89, -3.08, -1.88], [-2.66, -3.98, -2.77], [-2.81, -2.24, -2.99], [-2.18, -1.89, -0.59], [-1.64, -4.90, -0.61], [-2.91, -4.08, 0.31], [-1.20, -3.79, 0.69], [-0.23, -4.02, -3.32], [3.49, -2.80, -3.19], [1.48, -2.17, -5.40], [3.24, -2.09, -5.55], [2.38, -0.95, -4.49], [1.60, -4.62, -4.75], [2.60, -5.12, -3.39], [3.35, -4.57, -4.89], [3.68, -1.39, -1.73], [3.12, 3.51, -2.74], [4.67, 1.73, -3.84], [5.56, -0.74, -2.32], [6.18, -0.07, -3.81], [4.58, -0.79, -3.79], [5.81, 1.48, -1.03], [5.49, 2.98, -1.89], [6.75, 1.89, -2.46], [-0.35, 3.06, -1.00], [2.01, 4.68, 0.04], [1.11, 3.46, 0.96], [0.31, 4.96, 0.44], [1.38, 5.14, -2.40], [-0.34, 5.26, -2.03], [0.22, 4.08, -3.22], [4.02, -2.00, 3.19], [4.96, -2.31, -0.65], [5.23, -3.89, 1.95], [6.00, -4.28, 0.40], [4.24, -4.36, 0.57], [6.41, -1.61, 1.95], [6.20, -0.51, 0.58], [7.17, -1.98, 0.40], [0.49, -0.16, 3.23], [3.03, -0.24, 4.93], [1.49, 0.47, 5.42], [2.42, 1.18, 4.08], [1.83, -2.49, 4.67], [0.48, -2.63, 3.55], [0.27, -1.76, 5.07], [-4.03, 3.67, -1.29], [-3.90, 2.85, -2.35], [-4.65, 3.14, -3.50], [-4.56, 2.34, -4.62], [-3.73, 1.23, -4.63], [-2.98, 0.94, -3.51], [-3.05, 1.73, -2.36], [-2.18, 1.37, -1.22], [-1.35, 0.42, -1.36], [-2.27, 2.10, -0.12], [-1.27, 1.80, 0.79], [-1.45, 2.43, 1.91], [-0.34, 2.29, 3.26], [-0.83, 3.91, 3.95], [-2.34, 3.99, 3.83], [-2.82, 3.51, 2.14], [-3.44, 3.32, -0.58], [-5.29, 4.01, -3.47], [-5.15, 2.59, -5.49], [-3.66, 0.61, -5.51], [-2.31, 0.10, -3.50], [-0.35, 4.70, 3.38], [-0.50, 3.95, 4.98], [-2.70, 5.00, 4.00], [-2.82, 3.32, 4.55], [-1.15, -0.86, 1.51], [-1.77, -1.36, 2.36], [-2.55, -1.95, 3.38], [-3.43, -1.14, 4.12], [-4.19, -1.71, 5.12], [-4.10, -3.06, 5.40], [-3.23, -3.86, 4.67], [-2.46, -3.31, 3.67], [-3.49, -0.09, 3.89], [-4.87, -1.08, 5.69], [-4.70, -3.49, 6.19], [-3.15, -4.91, 4.89], [-1.78, -3.93, 3.09]],
  "lowdin_spin": [1.4609, 0.0002, 0.0029, 0.0009, 0.0058, 0.0014, 0.0045, 0.0006, 0.0002, 0.0003, 0.0072, 0.0072, 0.0026, 0.0050, 0.0105, 0.0058, 0.0007, 0.0034, 0.0006, 0.0000, 0.0003, 0.0022, 0.0010, 0.0002, 0.0036, 0.0098, 0.0042, 0.0001, 0.0006, 0.0001, 0.0000, 0.0000, 0.0043, 0.0004, 0.0018, 0.0000, 0.0001, 0.0000, 0.0020, 0.0001, 0.0000, 0.0001, 0.0000, 0.0000, 0.0000, 0.0000, 0.0000, 0.0000, 0.0000, 0.0000, 0.0000, 0.0000, 0.0001, 0.0000, 0.0000, 0.0000, 0.0000, 0.0000, 0.0001, 0.0011, 0.0000, 0.0008, 0.0001, 0.0001, 0.0000, 0.0000, 0.0001, 0.0000, 0.0000, 0.0000, 0.0000, 0.0000, 0.0000, 0.0000, 0.0047, 0.0001, 0.0001, 0.0001, 0.0004, 0.0004, 0.0001, 0.0011, 0.0011, -0.0003, 0.0013, -0.0002, 0.0011, -0.0002, 0.0102, 0.0051, 0.0012, -0.0016, 0.0564, 0.0201, 0.0051, 0.0018, 0.0205, -0.0001, 0.0000, 0.0001, 0.0000, 0.0000, 0.0002, 0.0000, 0.0001, 0.0003, 0.0470, 0.1508, 0.0163, 0.0339, -0.0027, 0.0364, -0.0027, 0.0336, 0.0018, -0.0010, 0.0024, -0.0010, 0.0017]
}



# 2
{
  "formula": "C44H60Cl2FN9O24P2",
  "method": "ωB97M-V/def2-TZVPD",
  "charge": 0,
  "homo_energy_ev": -8.42,
  "energy_ha": -5713.3502,
  "gap_ev": 7.9,
  "symbols": ["C", "C", "C", "C", "F", "C", "C", "C", "C", "O", "C", "C", "O", "C", "C", "Cl", "C", "C", "Cl", "C", "O", "C", "C", "C", "C", "O", "C", "C", "C", "C", "C", "C", "C", "C", "C", "C", "P", "O", "O", "C", "C", "O", "C", "C", "C", "P", "N", "C", "C", "O", "H", "H", "H", "H", "H", "H", "H", "H", "H", "H", "H", "H", "H", "H", "H", "H", "H", "H", "H", "H", "H", "H", "H", "H", "H", "H", "H", "H", "H", "H", "H", "H", "H", "H", "H", "H", "C", "N", "O", "O", "H", "H", "H", "C", "N", "O", "O", "H", "H", "H", "C", "N", "O", "O", "H", "H", "H", "C", "N", "O", "O", "H", "H", "H", "C", "N", "O", "O", "H", "H", "H", "C", "N", "O", "O", "H", "H", "H", "C", "N", "O", "O", "H", "H", "H", "C", "N", "O", "O", "H", "H", "H"],
  "positions_angstrom": [[-6.37, -0.73, -6.50], [-6.20, -1.18, -5.41], [-5.65, -1.47, -4.13], [-6.14, -0.76, -3.04], [-7.11, 0.11, -3.23], [-5.61, -1.01, -1.81], [-4.58, -1.93, -1.64], [-4.08, -2.66, -2.71], [-3.01, -3.69, -2.49], [-2.11, -3.80, -3.59], [-0.88, -3.30, -3.36], [0.20, -4.06, -4.06], [-0.66, -2.32, -2.69], [-4.65, -2.41, -3.96], [-4.21, -3.11, -5.19], [-2.81, -2.41, -5.98], [-4.77, -4.19, -5.71], [-4.24, -4.84, -6.95], [-6.14, -4.88, -4.90], [-4.08, -2.06, -0.22], [-3.77, -3.10, 0.30], [-4.04, -0.77, 0.53], [-3.02, -0.45, 1.41], [-3.01, 0.78, 2.05], [-1.85, 1.11, 2.98], [-1.89, 0.27, 4.13], [-0.65, -0.21, 4.55], [-0.25, -1.48, 4.25], [0.97, -1.95, 4.70], [1.84, -1.17, 5.47], [1.38, 0.12, 5.73], [0.17, 0.57, 5.27], [-4.02, 1.70, 1.84], [-3.97, 3.07, 2.48], [-2.89, 3.86, 1.70], [-3.26, 3.99, 0.20], [-2.01, 3.19, -0.84], [-1.81, 1.78, -0.45], [-2.53, 3.32, -2.34], [-3.45, 2.27, -2.73], [-2.80, 1.25, -3.67], [-0.66, 4.01, -0.66], [-0.10, 4.60, -1.86], [0.48, 3.57, -2.83], [-5.07, 1.37, 0.98], [-6.50, 2.45, 0.58], [-6.72, 2.59, -0.99], [-5.05, 0.15, 0.34], [-6.12, -0.28, -0.61], [-7.30, -0.09, -0.43], [-6.52, -0.32, -7.47], [-3.50, -4.66, -2.38], [-2.48, -3.51, -1.56], [-0.22, -4.36, -5.03], [1.05, -3.44, -4.25], [0.43, -4.98, -3.53], [-3.29, -5.30, -6.71], [-4.90, -5.62, -7.32], [-4.07, -4.12, -7.74], [-2.21, -1.14, 1.61], [-1.92, 2.15, 3.29], [-0.93, 1.01, 2.42], [-0.87, -2.16, 3.67], [1.30, -2.96, 4.50], [2.77, -1.55, 5.85], [1.98, 0.79, 6.32], [-0.10, 1.59, 5.51], [-4.92, 3.58, 2.40], [-3.73, 2.98, 3.54], [-1.96, 3.31, 1.74], [-2.72, 4.85, 2.12], [-3.23, 5.05, -0.07], [-4.24, 3.62, -0.06], [-3.91, 1.77, -1.89], [-4.27, 2.74, -3.27], [-2.95, 1.50, -4.71], [-3.29, 0.30, -3.50], [-1.74, 1.11, -3.45], [0.70, 5.26, -1.54], [-0.85, 5.25, -2.32], [0.19, 2.58, -2.50], [1.55, 3.64, -2.93], [0.01, 3.73, -3.81], [-6.31, 3.72, 1.12], [-7.62, 1.81, 1.15], [-6.66, 3.58, -1.21], [1.90, -0.29, 0.49], [2.74, -0.04, 1.70], [3.45, -0.95, 2.09], [2.66, 1.06, 2.21], [2.07, -1.30, 0.15], [0.86, -0.15, 0.78], [2.19, 0.43, -0.26], [-6.37, -0.36, -11.62], [-6.30, -1.11, -10.34], [-7.04, -0.76, -9.43], [-5.52, -2.03, -10.28], [-7.11, 0.42, -11.52], [-5.38, 0.05, -11.80], [-6.65, -1.06, -12.39], [5.98, -2.96, 0.87], [5.16, -3.19, -0.34], [4.96, -2.26, -1.10], [4.73, -4.32, -0.49], [6.30, -1.92, 0.88], [5.36, -3.18, 1.73], [6.83, -3.63, 0.81], [5.06, 0.78, 8.88], [3.72, 0.70, 8.22], [3.19, -0.39, 8.13], [3.24, 1.73, 7.81], [5.35, -0.21, 9.18], [5.75, 1.18, 8.15], [4.96, 1.44, 9.73], [8.32, 4.04, 9.12], [7.35, 2.92, 9.27], [7.68, 1.82, 8.85], [6.29, 3.18, 9.80], [9.21, 3.65, 8.63], [7.84, 4.80, 8.51], [8.55, 4.41, 10.11], [10.93, 1.73, 6.52], [11.80, 2.52, 7.45], [11.40, 3.60, 7.82], [12.84, 2.01, 7.78], [10.03, 2.31, 6.32], [11.50, 1.56, 5.61], [10.69, 0.80, 7.02], [2.07, 2.90, -6.35], [3.07, 3.56, -5.47], [2.80, 4.65, -5.01], [4.10, 2.95, -5.26], [1.21, 3.55, -6.44], [2.55, 2.74, -7.31], [1.80, 1.96, -5.89], [6.23, -7.03, 1.60], [7.10, -6.30, 2.56], [6.69, -5.25, 3.01], [8.17, -6.81, 2.84], [5.32, -6.45, 1.45], [6.78, -7.13, 0.67], [6.01, -8.00, 2.03]],
  "lowdin_charge": [0.1856, -0.0466, -0.1283, -0.1672, 0.1442, -0.0044, -0.0077, -0.0489, -0.0797, -0.0636, -0.5614, 0.0269, 0.1163, -0.1789, -0.6295, 0.7730, -0.7124, -0.1162, 0.7346, -0.2480, 0.1415, -0.0569, 0.0778, -0.1240, -0.1237, -0.0350, -0.3074, -0.0229, -0.0804, -0.0690, -0.0744, -0.0195, -0.1697, -0.1404, -0.1854, -0.1842, 0.4898, -0.2294, -0.2062, -0.2476, -0.0386, -0.1824, -0.2400, -0.0628, -0.2085, 0.8004, -0.2747, -0.1088, -0.3003, 0.1112, 0.0138, 0.1510, 0.1183, 0.0828, 0.0869, 0.0946, 0.0833, 0.0715, 0.0652, 0.1360, 0.1027, 0.1374, 0.1151, 0.1004, 0.0942, 0.0684, 0.1277, 0.0674, 0.1222, 0.0807, 0.1156, 0.0996, 0.0493, 0.0849, 0.1194, 0.0763, 0.0622, 0.0738, 0.1159, 0.1099, 0.0680, 0.0607, 0.0735, 0.0119, 0.0173, -0.0378, 0.0599, -0.4398, 0.0420, 0.0667, 0.0907, 0.0883, 0.1010, 0.0498, -0.4376, 0.0383, 0.0774, 0.0944, 0.1007, 0.1009, 0.0327, -0.4492, 0.0679, 0.0467, 0.0964, 0.0935, 0.0909, 0.0355, -0.4206, 0.0661, 0.0556, 0.1026, 0.0748, 0.0813, 0.0623, -0.4177, 0.0448, 0.0668, 0.0603, 0.1086, 0.1078, 0.0489, -0.4452, 0.0433, 0.0796, 0.0900, 0.1010, 0.1032, 0.0407, -0.4546, 0.0525, 0.0679, 0.0909, 0.0983, 0.1008, 0.0473, -0.4488, 0.0516, 0.0683, 0.0863, 0.1020, 0.0997]
}



# 3
{
  "formula": "C44H61As2N7O3PV",
  "method": "ωB97M-V/def2-TZVPD",
  "multiplicity": 2,
  "charge": -1,
  "homo_energy_ev": [-2.50, -2.48],
  "energy_ha": -8079.2424,
  "gap_ev": [4.6, 4.6],
  "relative_energy_kj_mol": 75.4,
  "s2": 0.789,
  "symbols": ["V", "O", "C", "O", "C", "C", "C", "N", "C", "C", "C", "C", "C", "C", "C", "N", "C", "C", "C", "C", "C", "N", "H", "H", "H", "H", "H", "H", "H", "H", "H", "H", "C", "As", "C", "C", "C", "C", "C", "C", "C", "As", "C", "C", "H", "H", "H", "H", "H", "H", "H", "H", "H", "H", "H", "H", "H", "H", "H", "H", "C", "C", "C", "C", "C", "C", "C", "C", "C", "C", "C", "C", "N", "H", "H", "H", "H", "H", "H", "H", "H", "H", "H", "H", "H", "H", "H", "H", "H", "H", "C", "N", "C", "P", "O", "N", "C", "C", "N", "C", "C", "H", "H", "H", "H", "H", "H", "H", "H", "H", "H", "H", "H", "H", "H", "H", "H", "H", "H"],
  "positions_angstrom": [[0.11, 0.39, -0.04], [4.06, 2.43, -5.24], [4.16, 1.36, -4.60], [5.07, 0.51, -4.58], [2.95, 1.03, -3.67], [1.80, 1.82, -3.64], [0.78, 1.55, -2.75], [0.85, 0.52, -1.85], [1.89, -0.37, -2.03], [2.95, -0.10, -2.90], [1.81, -1.59, -1.29], [2.51, -2.75, -1.66], [2.36, -3.91, -0.95], [1.53, -3.89, 0.19], [0.86, -2.73, 0.48], [0.94, -1.59, -0.23], [-0.49, 2.29, -2.90], [-0.50, 3.56, -3.50], [-1.70, 4.17, -3.78], [-2.88, 3.50, -3.48], [-2.78, 2.25, -2.90], [-1.63, 1.65, -2.60], [1.73, 2.63, -4.35], [3.81, -0.75, -2.97], [3.13, -2.73, -2.55], [2.87, -4.82, -1.25], [1.40, -4.76, 0.81], [0.21, -2.70, 1.35], [0.43, 4.06, -3.71], [-1.72, 5.16, -4.22], [-3.85, 3.93, -3.69], [-3.68, 1.69, -2.67], [-2.93, -1.34, -2.88], [-2.03, -1.07, -1.16], [-2.22, -2.97, -0.61], [-3.50, -0.52, 0.02], [-4.80, -0.29, -0.42], [-5.81, 0.06, 0.46], [-5.53, 0.15, 1.82], [-4.24, -0.07, 2.27], [-3.21, -0.39, 1.39], [-1.36, -0.62, 2.03], [-1.88, -2.00, 3.38], [-1.19, 0.82, 3.35], [-3.05, -0.39, -3.40], [-3.89, -1.85, -2.80], [-2.26, -1.96, -3.48], [-3.23, -3.32, -0.81], [-2.02, -3.07, 0.45], [-1.51, -3.59, -1.16], [-5.03, -0.39, -1.47], [-6.81, 0.25, 0.10], [-6.31, 0.42, 2.52], [-4.03, 0.01, 3.33], [-2.54, -1.56, 4.12], [-1.01, -2.41, 3.88], [-2.42, -2.82, 2.88], [-2.15, 1.26, 3.62], [-0.55, 1.57, 2.91], [-0.71, 0.43, 4.25], [-2.93, 2.89, 0.96], [-2.09, 4.14, 1.17], [-1.59, 4.22, 2.62], [-0.88, 4.31, 0.27], [-0.76, 5.55, -0.33], [0.41, 5.98, -0.94], [1.53, 5.17, -0.80], [1.47, 3.92, -0.22], [2.81, 3.32, 0.21], [3.16, 1.91, -0.26], [2.85, 3.38, 1.75], [0.20, 3.36, 0.16], [0.12, 2.01, 0.37], [-3.63, 2.77, 1.78], [-2.27, 2.03, 0.90], [-3.48, 2.95, 0.03], [-2.73, 5.01, 1.01], [-0.82, 3.46, 2.79], [-2.41, 4.05, 3.33], [-1.15, 5.20, 2.82], [-1.61, 6.22, -0.29], [0.46, 6.93, -1.45], [2.49, 5.54, -1.16], [3.58, 3.99, -0.18], [2.45, 1.18, 0.13], [4.16, 1.67, 0.12], [3.19, 1.86, -1.35], [2.10, 2.70, 2.15], [2.63, 4.39, 2.09], [3.83, 3.08, 2.12], [4.37, -2.83, 4.37], [3.20, -2.24, 3.78], [1.94, -2.87, 4.10], [3.23, -0.73, 3.02], [1.92, -0.49, 2.39], [4.60, -0.88, 2.10], [5.62, 0.13, 1.90], [4.52, -1.86, 1.02], [3.62, 0.50, 4.09], [2.51, 1.29, 4.61], [4.75, 0.44, 4.98], [4.42, -3.90, 4.13], [4.39, -2.73, 5.46], [5.26, -2.35, 3.96], [1.92, -3.90, 3.74], [1.15, -2.30, 3.61], [1.75, -2.88, 5.18], [5.41, 1.01, 2.50], [5.65, 0.43, 0.84], [6.60, -0.27, 2.16], [3.66, -2.51, 1.18], [5.43, -2.47, 0.99], [4.41, -1.36, 0.06], [1.69, 1.26, 3.89], [2.82, 2.33, 4.75], [2.16, 0.90, 5.58], [5.55, -0.16, 4.54], [4.49, 0.00, 5.95], [5.13, 1.45, 5.16]],
  "lowdin_spin": [0.9565, -0.0020, -0.0013, -0.0001, -0.0092, 0.0110, -0.0077, 0.0184, -0.0007, 0.0116, 0.0364, -0.0030, 0.0335, 0.0057, 0.0169, 0.0287, 0.0005, -0.0025, 0.0002, -0.0033, 0.0012, 0.0032, 0.0008, 0.0010, -0.0009, 0.0027, -0.0003, 0.0000, -0.0001, 0.0001, -0.0003, 0.0001, -0.0012, -0.0023, -0.0004, -0.0011, -0.0003, -0.0006, -0.0001, -0.0004, 0.0003, -0.0062, -0.0076, 0.0013, 0.0000, -0.0003, 0.0000, -0.0002, 0.0000, 0.0001, 0.0000, 0.0000, 0.0000, 0.0000, -0.0009, -0.0001, -0.0002, 0.0000, 0.0009, 0.0000, -0.0020, -0.0009, -0.0006, -0.0091, 0.0007, -0.0086, 0.0008, -0.0089, -0.0006, -0.0002, 0.0000, -0.0023, -0.0658, -0.0001, -0.0014, 0.0000, -0.0001, -0.0001, -0.0001, 0.0000, 0.0002, -0.0006, 0.0002, 0.0000, 0.0020, -0.0001, -0.0001, 0.0006, 0.0000, 0.0000, 0.0001, 0.0004, 0.0002, 0.0012, 0.0162, 0.0000, 0.0000, 0.0003, 0.0001, 0.0000, 0.0000, 0.0000, 0.0000, 0.0000, 0.0001, 0.0000, 0.0000, 0.0000, 0.0000, 0.0000, 0.0001, 0.0001, 0.0000, 0.0000, 0.0000, 0.0000, 0.0000, 0.0000, 0.0000]
}